Entry 1:
ORCA calculation (ωB97M-V/def2-TZVPD) on an isolated molecule of C4H11N5O in a non-equilibrium geometry.

```
21
Properties=species:S:1:pos:R:3:forces:R:3
C 1.5454 -0.5430 -0.1835 0.15 1.41 -1.31
C -0.5998 0.4081 0.7242 1.79 0.15 0.05
C -0.6366 -0.3742 -1.5402 0.58 -0.54 -1.10
C -0.9418 1.5492 1.6839 -1.20 -3.28 0.25
N 0.6887 -0.9304 -1.1907 -0.92 -0.88 -0.54
N -1.1101 0.6555 -0.6207 0.14 -2.41 0.81
N 0.9198 0.3799 0.6365 0.59 -0.36 0.45
N 2.8115 -0.7432 -0.1322 -1.62 1.56 3.17
N -1.6698 -1.3833 -1.5462 -1.38 0.47 0.55
O 1.7062 0.7477 1.7713 -0.35 -0.83 -0.06
H -0.9458 -0.5684 0.9818 -0.38 -0.68 0.70
H -0.5560 -0.1186 -2.6497 -0.10 0.92 1.62
H -1.7886 1.9872 1.2442 -1.08 1.17 -0.25
H -0.0876 2.1251 1.7319 1.34 1.70 0.42
H -1.2288 1.1158 2.6620 0.35 0.53 -0.41
H 1.0340 -1.5820 -1.8857 0.14 0.27 0.35
H -0.7225 1.4842 -0.8411 1.44 3.83 -1.37
H 2.3305 -0.0116 1.9674 -0.92 0.78 -0.77
H 3.1850 -1.3559 -0.7612 0.86 -1.90 -2.19
H -1.4569 -2.0704 -0.8353 -0.25 -0.13 0.21
H -2.4771 -0.7719 -1.2169 0.84 -1.78 -0.56
```
Positions in Å, forces in eV/Å.

Calculated values
Max |F| ... 0.084 hartree/bohr
LUMO level ... 0.8 eV
Electronic energy ... -13821.8517 eV

Here are the natural (NBO) charges for atoms 1 to 8, given in e: 0.563 0.112 0.261 -0.619 -0.669 -0.621 -0.191 -0.804

Entry 2:
ORCA calculation (ωB97M-V/def2-TZVPD) on a structure of composition C2HFO2Pr in a non-equilibrium geometry.

```
7
Properties=species:S:1:pos:R:3:forces:R:3
H 0.6952 -1.7173 0.1740 -1.08 0.64 0.12
C -1.1354 -0.2013 0.1770 -4.78 -6.51 -0.68
C -0.2822 0.8831 -0.0890 5.44 4.51 0.77
O 0.9465 0.7553 -0.2119 -3.87 0.86 -0.35
O -2.1122 -0.8198 0.0810 3.51 2.69 0.70
F -0.8412 2.0650 0.0786 0.44 -1.85 -0.60
Pr 2.7292 -0.9651 -0.2096 0.32 -0.34 0.03
```
Positions in Å, forces in eV/Å.

Calculated values
Max |F| ... 0.158 hartree/bohr
LUMO level (spin up / spin down) ... -12.1 / -12.1 eV
Electronic energy ... -22946.1537 eV
Net charge ... +2
Multiplicity ... 4
<S²> ... 3.75

What are the Löwdin partial charges on each atom? They are as follows, in elementary charge units: -0.041 0.105 -0.320 -0.048 0.408 0.281 1.614

Entry 3:
ORCA calculation (ωB97M-V/def2-TZVPD) on a cluster of 14 separate species, C42H112O14 in total in a non-equilibrium geometry.

```
168
Properties=species:S:1:pos:R:3:forces:R:3
C -3.4715 1.3805 -4.2179 -0.18 0.04 -0.26
C -4.7202 0.4950 -4.2761 1.21 -0.18 0.48
C -4.9474 -0.1244 -5.6304 -0.33 -0.05 -0.19
O -4.4953 -0.5800 -3.3572 -0.48 0.09 0.54
H -2.5837 0.8005 -4.4781 -0.11 -0.03 -0.26
H -3.2891 1.7514 -3.2064 -0.26 0.13 0.04
H -3.5747 2.2186 -4.9136 0.19 0.03 0.11
H -5.6052 1.0934 -4.0206 0.03 -0.15 0.28
H -5.9307 -0.5998 -5.6458 -0.03 0.11 -0.12
H -4.2342 -0.9163 -5.8593 0.26 0.19 0.09
H -4.9009 0.6594 -6.3890 -0.08 -0.16 -0.12
H -4.3512 -0.2204 -2.4467 -0.24 -0.12 -0.53
C 2.1357 -1.9062 3.5901 -0.11 -0.49 0.37
C 1.8532 -1.3828 4.9791 0.06 0.45 0.18
C 2.4288 -2.2440 6.0888 -0.04 0.22 0.30
O 2.4169 -0.0402 5.0669 0.11 -0.22 0.18
H 1.5195 -2.7998 3.4635 -0.03 0.07 -0.31
H 3.1698 -2.2402 3.4892 0.07 0.17 0.01
H 1.9166 -1.1727 2.8164 -0.13 -0.01 0.01
H 0.7806 -1.2415 5.1549 -0.08 -0.36 -0.23
H 3.5191 -2.1864 6.0745 0.01 -0.12 -0.07
H 2.1200 -3.2881 6.0539 -0.03 0.01 -0.29
H 2.0787 -1.8693 7.0559 0.09 0.03 0.01
H 2.6153 0.1210 5.9978 0.01 0.09 -0.09
C -2.1352 -1.1853 3.3940 0.32 0.20 -0.21
C -2.7773 -1.1510 4.7661 -0.77 -0.63 -0.41
C -4.2930 -0.8793 4.6476 1.03 0.18 0.84
O -2.5846 -2.3954 5.4369 0.31 0.01 -0.04
H -1.0435 -1.2491 3.4227 -0.25 -0.06 0.52
H -2.3433 -0.2912 2.8010 -0.09 0.03 0.13
H -2.4913 -2.0429 2.8184 -0.12 -0.04 0.05
H -2.3008 -0.3787 5.3736 -0.08 -0.08 0.11
H -4.3969 0.1816 4.4106 -0.52 -0.18 -0.39
H -4.7450 -1.0648 5.6226 -0.02 0.11 0.03
H -4.7501 -1.5794 3.9502 -0.04 0.31 -0.30
H -2.7440 -3.1072 4.7922 0.03 0.10 0.16
C -0.7263 -4.6979 2.0839 0.66 -0.84 0.49
C -1.3617 -5.2941 3.3411 -0.61 0.32 -0.70
C -0.6051 -4.9986 4.6002 0.79 -0.17 0.52
O -2.6698 -4.6972 3.5132 0.03 -0.02 0.25
H 0.1999 -5.2431 1.8694 0.01 0.08 -0.02
H -0.4480 -3.6608 2.2642 -0.28 0.10 -0.19
H -1.3649 -4.8314 1.2113 -0.11 0.28 0.01
H -1.5230 -6.3728 3.2246 0.24 0.04 -0.02
H -0.4551 -3.9261 4.7329 -0.38 0.07 0.11
H 0.4057 -5.4185 4.6247 -0.09 -0.19 -0.44
H -1.1001 -5.4392 5.4657 -0.21 0.30 0.02
H -3.2096 -4.9237 2.7495 0.00 0.04 0.01
C -1.1117 3.8871 -1.1310 0.07 -0.17 -0.31
C -2.2995 3.6528 -0.2156 -0.21 -0.38 0.34
C -3.6203 4.0970 -0.7928 0.11 1.13 -0.22
O -2.4065 2.2401 0.0376 0.47 0.08 0.25
H -1.2483 3.2083 -1.9780 0.13 0.09 -0.09
H -0.1600 3.6328 -0.6611 -0.11 -0.12 0.18
H -0.9985 4.8963 -1.5288 -0.33 0.11 0.19
H -2.1731 4.1301 0.7667 0.12 0.18 -0.20
H -3.6051 5.1897 -0.8979 0.07 -0.07 0.04
H -4.4483 3.8911 -0.1180 -0.04 -0.36 -0.10
H -3.7960 3.7294 -1.8049 -0.06 -0.40 0.16
H -1.5650 1.9676 0.4650 -0.29 -0.28 -0.07
C 1.6425 1.6138 -6.5329 -0.16 0.09 0.27
C 0.4098 1.4252 -5.6558 -0.60 -0.12 -0.53
C 0.1532 2.6295 -4.7833 -0.28 0.52 0.28
O -0.7513 1.2242 -6.4880 0.33 0.01 0.14
H 1.8397 0.7600 -7.1835 0.10 -0.19 0.27
H 2.4848 1.8072 -5.8679 0.23 -0.05 -0.28
H 1.5060 2.4601 -7.2076 -0.10 0.16 0.21
H 0.4880 0.5326 -5.0221 0.33 0.05 0.06
H -0.8478 2.6479 -4.3495 -0.06 -0.40 -0.09
H 0.2226 3.5649 -5.3450 0.21 -0.08 -0.11
H 0.8431 2.6781 -3.9392 0.17 -0.06 -0.14
H -0.5712 0.4150 -6.9799 -0.24 0.08 -0.10
C -1.4974 2.8782 3.7570 -0.38 -0.95 -0.16
C -0.2554 2.4138 4.4816 -0.62 0.06 0.46
C -0.5083 2.1787 5.9725 0.77 -0.27 0.04
O 0.1454 1.1535 3.9328 0.32 0.46 -0.14
H -1.8482 3.8253 4.1592 -0.07 0.03 -0.08
H -2.2519 2.0943 3.8951 -0.21 0.26 0.20
H -1.3836 2.9180 2.6725 0.33 0.33 0.07
H 0.5001 3.2021 4.3805 0.35 -0.31 -0.16
H -1.0937 1.2736 6.1360 -0.36 0.19 -0.18
H -0.9326 3.0230 6.5131 -0.05 0.05 -0.12
H 0.4665 1.9373 6.4134 -0.04 0.22 0.21
H 0.9092 0.8399 4.4524 0.12 0.01 -0.23
C -6.6016 -0.1568 -0.5673 -0.53 -1.04 0.05
C -5.4313 0.5765 0.0369 0.04 -0.37 0.16
C -5.0675 0.0844 1.4305 -0.56 -0.02 0.24
O -4.3008 0.3686 -0.8094 0.19 0.49 0.09
H -6.3701 -1.2115 -0.7546 0.35 0.09 0.06
H -6.9624 0.2150 -1.5262 0.18 0.39 0.09
H -7.4414 -0.2060 0.1310 -0.01 0.35 -0.01
H -5.7044 1.6352 0.1039 0.29 0.15 -0.14
H -5.8640 0.2902 2.1517 -0.01 0.15 -0.07
H -4.1648 0.5792 1.7873 0.05 -0.02 -0.05
H -4.9286 -0.9979 1.4556 0.20 0.01 -0.21
H -3.5746 0.9344 -0.4718 -0.13 -0.01 -0.25
C 3.9739 1.4628 2.2688 0.31 0.50 0.32
C 5.0093 1.6180 3.3978 -0.56 -0.38 -0.44
C 5.9177 0.4038 3.4379 0.37 0.11 0.63
O 5.8396 2.7529 3.2239 0.24 0.20 -0.08
H 3.4515 0.5147 2.3841 0.01 -0.05 -0.12
H 4.4733 1.5356 1.3015 -0.02 -0.21 -0.05
H 3.2325 2.2645 2.3228 -0.05 -0.02 -0.02
H 4.4247 1.7013 4.3196 0.26 -0.03 0.23
H 5.3923 -0.4407 3.8865 -0.13 -0.15 -0.45
H 6.7851 0.5571 4.0854 -0.09 0.31 0.03
H 6.3265 0.1880 2.4507 -0.25 -0.20 -0.08
H 5.3234 3.5639 3.2455 -0.14 -0.10 -0.02
C 4.2035 -0.4822 -5.2911 -0.32 0.31 0.22
C 4.5243 -0.4676 -3.7877 -0.50 0.20 -1.16
C 3.5355 0.4659 -3.0819 0.40 0.75 0.09
O 4.4181 -1.7741 -3.2417 0.13 -0.20 0.08
H 4.7619 -1.1899 -5.9050 0.10 -0.21 0.34
H 4.3969 0.5030 -5.7181 -0.06 0.01 0.05
H 3.1293 -0.6704 -5.3881 0.04 -0.10 -0.25
H 5.5655 -0.1399 -3.7125 -0.12 0.07 0.52
H 2.5156 0.0820 -3.0302 0.21 -0.48 0.04
H 3.4143 1.4272 -3.5963 0.34 -0.07 -0.15
H 3.8889 0.7238 -2.0817 -0.17 -0.23 0.12
H 3.9660 -2.3118 -3.8991 0.00 -0.13 0.14
C 1.8771 4.8151 -2.5406 -0.54 -0.59 0.60
C 2.3713 5.9412 -1.6507 1.47 0.44 -1.26
C 3.8520 5.7434 -1.2478 -0.86 -0.09 0.28
O 2.2717 7.1633 -2.4082 -0.32 0.09 0.32
H 1.8444 3.8537 -2.0155 -0.05 0.10 0.16
H 2.4984 4.6173 -3.4163 0.15 0.47 -0.03
H 0.8622 5.0500 -2.8584 0.03 -0.10 -0.18
H 1.7566 6.0922 -0.7666 -0.16 -0.06 -0.06
H 4.3387 6.7066 -1.1084 -0.09 0.04 0.18
H 4.3927 5.2027 -2.0249 0.03 -0.13 0.08
H 3.8562 5.1918 -0.3058 0.44 -0.14 -0.10
H 2.8754 7.0936 -3.1547 -0.01 -0.02 -0.01
C -1.5602 -4.4148 -4.6148 0.10 0.10 -0.08
C -2.2991 -3.4947 -3.6607 -0.47 -0.34 -0.12
C -1.4634 -2.3154 -3.1914 0.12 0.32 -0.15
O -3.4921 -3.0584 -4.3034 0.15 0.28 0.04
H -2.1410 -5.3090 -4.8403 -0.17 0.14 -0.10
H -0.6214 -4.7687 -4.1826 0.05 0.17 0.03
H -1.3567 -3.8680 -5.5382 0.07 -0.13 -0.05
H -2.6281 -4.1229 -2.8189 0.36 0.25 0.32
H -1.1701 -1.6317 -3.9965 -0.24 -0.29 -0.35
H -0.5176 -2.6329 -2.7499 -0.15 -0.10 0.40
H -2.0492 -1.6854 -2.5200 0.17 -0.14 0.34
H -3.8446 -2.2857 -3.8137 0.04 -0.16 -0.32
C 5.1608 -4.2829 -0.4614 -0.12 -0.17 0.01
C 4.1881 -3.5810 0.4879 1.07 0.11 -0.85
C 2.9182 -3.1844 -0.2305 -0.06 -0.23 0.28
O 3.9046 -4.4152 1.6032 -0.30 0.11 0.08
H 5.4805 -3.6197 -1.2672 -0.01 0.07 0.08
H 4.6979 -5.1617 -0.9169 -0.02 -0.02 0.08
H 6.0401 -4.6115 0.0991 0.06 0.01 -0.12
H 4.7432 -2.6901 0.8229 -0.43 0.13 0.18
H 3.1305 -2.4761 -1.0312 0.08 0.22 0.19
H 2.2145 -2.7750 0.4964 -0.11 0.07 -0.21
H 2.4765 -4.0519 -0.7280 -0.10 -0.10 0.25
H 4.7498 -4.5855 2.0307 -0.08 -0.13 0.07
C -0.3067 -1.1886 0.7759 -0.20 -1.08 -0.30
C 0.4760 0.0571 0.3999 -0.77 -0.39 0.11
C 0.3195 0.3671 -1.0804 0.57 0.47 -0.14
O -0.0780 1.1515 1.1480 0.47 0.12 -0.15
H 0.0384 -2.1151 0.3017 0.45 0.26 -0.15
H -1.3471 -1.1457 0.4392 -0.06 0.45 0.20
H -0.2937 -1.4033 1.8468 0.12 0.33 -0.36
H 1.5147 -0.0765 0.7165 0.17 0.10 -0.34
H -0.7057 0.6657 -1.2998 -0.11 -0.21 0.03
H 0.6099 -0.4640 -1.7233 -0.18 -0.24 0.20
H 0.9548 1.1993 -1.4012 0.00 0.09 0.25
H 0.1780 1.0251 2.0827 -0.33 0.25 0.04
```
Positions in Å, forces in eV/Å.

Calculated values
Max |F| ... 0.039 hartree/bohr
LUMO level ... 0.3 eV
Electronic energy ... -74036.1941 eV

Here are the Löwdin charges for atoms 1 to 8, given in e: -0.051 -0.468 -0.052 -0.102 0.068 0.056 0.087 0.135